Record 1
Entry from the OMol25 dataset: a cluster of 8 separate species, C44H89BrClF3N3O27P3S in total in a non-equilibrium geometry (ωB97M-V with the def2-TZVPD basis set).

ORCA input file:
```
! wB97M-V def2-TZVPD RIJCOSX def2/J DEFGRID3
* xyz 0 1
H 6.30286 2.12236 -1.68321
H -3.01865 -1.74214 -8.49878
O -7.07258 1.74077 -0.30959
O -2.02295 5.61054 -0.86471
O -5.13393 1.88538 -8.68062
C -8.60439 2.87316 2.19839
C -1.39605 4.59021 -0.07267
C 1.75290 2.53628 -0.93119
H 2.46518 0.36621 6.91307
H 7.86194 1.79065 -0.92383
H 6.48682 -8.02498 6.19957
H -9.05220 2.41170 1.31836
H 4.38777 0.34968 -1.53711
O 0.55133 -7.57907 0.43528
H -0.93270 10.23506 -9.62350
O -4.36524 -3.50948 -5.52031
H -8.08247 -2.52854 -4.57918
O 2.51060 -8.69426 0.22618
F 4.93727 2.01006 5.03127
C -4.09863 7.87210 -4.82303
O -6.40181 1.89462 1.84748
C -1.38017 10.12403 -8.63550
H 2.15669 3.10519 -0.09025
P -0.65020 0.95677 0.83336
C 4.11934 -0.58513 7.92314
C -2.37455 -4.96039 -4.55786
H 1.05442 -10.12346 -2.86044
O 7.40559 -6.77252 7.57211
O 3.56641 -0.60148 9.25030
C -4.18532 -3.52356 -4.33019
O -4.93310 -2.90037 -3.41904
H 5.38616 -0.33867 0.39645
O 1.97873 -1.06238 10.64227
C 5.28215 1.88557 3.76137
Cl 6.87188 3.82895 0.51564
O 1.22554 -2.81124 -0.25940
C 1.94485 -5.80265 1.35143
H -5.12636 -1.40622 -0.40715
H -1.42968 4.92877 0.96980
H 0.99415 -2.72458 -1.19922
H -4.84444 8.57724 -5.18913
H -1.91418 3.63665 -0.16716
C -7.20554 -3.09884 -4.27277
H 0.35112 5.39448 -1.02301
O 0.92803 -1.47506 2.23364
O 1.71743 -1.65089 8.47338
C 6.79801 1.57850 -0.87407
C 1.02331 -6.96755 1.64570
N -1.54108 -2.17378 -0.78366
H -0.74878 2.97887 2.16621
O -4.24623 1.23634 -6.70243
C -2.47149 8.32410 -6.41730
H -0.48087 2.61908 -1.33019
H -2.12947 -0.21226 -1.21780
H -1.54045 -5.31854 -3.95979
H 0.17864 1.74696 2.97477
H 3.98798 -1.55662 7.44452
O -5.78232 0.17686 0.69280
H 0.93871 2.69247 1.72475
H -1.59143 -2.97154 -1.40001
C -1.85778 -0.16244 1.63581
H 3.59324 -1.84045 -2.08474
H 2.47574 -9.12330 -2.51652
H -6.94101 -3.78318 -5.07868
H -4.26562 6.88584 -5.25168
C 3.52943 0.52782 7.08472
H 0.30563 9.07137 -7.83125
O -4.01388 0.03557 -8.60368
H -4.97234 5.04830 -7.50732
H 3.98351 -4.73113 8.01929
H -6.35716 -1.47142 -3.16928
F 6.09306 0.86614 3.69387
H 0.53719 -2.56465 10.51981
F 5.88261 2.99147 3.44947
H -6.10246 2.82823 -7.09479
H 0.52532 3.60836 -2.34040
H 4.41860 2.42599 -0.66224
H -2.45592 9.99828 -8.75717
H 0.52494 -1.55836 11.97586
C 7.45197 -7.55124 6.37538
H -6.83473 -1.00708 -0.64131
O -2.78529 8.34929 -5.12035
H 2.47465 2.74898 -1.73157
C 5.83294 -3.89758 8.76753
H -9.12745 3.80804 2.40052
C 0.42490 3.21605 -1.32488
H -7.46331 -3.70718 -3.40412
C 0.66151 -1.55154 10.89754
H -2.35236 -2.14138 -0.18512
H -3.68599 -1.20053 -6.95527
H 1.50361 -7.70836 2.28541
N 0.01156 -0.41083 -1.58785
C 4.63261 -0.15341 1.15208
C -4.55773 4.11818 -7.89687
H -6.94776 3.77244 1.12937
H -1.63858 -1.15615 -2.55952
H 6.59213 0.51669 -1.02099
C -0.77342 8.94387 -7.90563
H -0.07733 -0.88682 10.45118
H -6.70848 3.62251 2.86233
C -5.64110 3.07165 -8.05216
H 2.85936 -6.13968 0.86300
C -4.44923 1.06882 -7.87876
P 3.02900 0.21061 -1.88032
H -2.78316 -0.14820 1.05279
H 5.19046 -0.42552 8.04658
C 0.55453 0.17235 -0.38145
H -1.98731 -4.36198 -5.38006
C 0.00599 2.20892 1.99438
C 0.10608 4.48779 -0.46879
H -2.23482 -0.40739 -7.63848
C -1.36549 -0.93970 -1.52439
C -6.05454 -2.17043 -3.94720
C 2.36010 -1.15786 9.36469
C 6.65044 -5.67421 7.48187
H 4.44817 3.26741 0.83416
H -5.55589 0.01107 -1.37392
H -2.92986 -5.81660 -4.93835
H 3.63238 1.48807 7.59381
C 3.83247 1.16115 1.05513
H 6.17730 -3.36543 9.65329
H 4.02200 0.57989 6.12811
P 1.26347 -1.41496 0.59908
H -0.95497 8.00872 -8.43572
H 1.46590 -5.08935 0.68019
H -8.76012 2.19148 3.03604
C 1.90409 1.01528 -0.56268
H -2.12669 0.25741 2.60790
H 3.77789 -3.32993 9.07456
Br 0.02248 0.62045 -3.18152
H -4.08020 4.31947 -8.85680
N 2.74625 -1.29975 -2.23837
H -1.57441 -1.21386 1.71217
S 3.66411 1.72473 2.86212
O 6.07826 -5.29299 6.49262
O 2.78590 0.86920 3.59280
H -3.77865 3.77768 -7.21464
H -6.42762 3.44822 -8.70472
H -1.22366 11.04393 -8.06999
H 2.07945 -10.52032 -1.47329
C 1.67130 -9.70597 -2.06869
H 6.57904 1.61191 1.31180
O 6.63426 -5.08416 8.67770
H -5.75597 -1.58182 -4.81466
H 3.57424 -1.20106 2.67781
C -3.19260 -0.87412 -7.86839
H 0.13724 -6.61299 2.17086
C -5.83683 -0.58858 -0.50922
C -6.47660 1.31925 0.64734
C 4.36372 -4.23336 8.91140
H 6.01381 -3.25004 7.90894
H 7.73667 -6.94229 5.51964
O 2.50882 0.95807 0.74195
H -4.17768 7.80289 -3.74142
O 0.83229 -8.85992 -1.28180
H 8.20257 -8.32322 6.52370
C 4.43214 -1.09835 2.02765
H 0.37232 -2.24349 2.47130
H -1.94990 6.44220 -0.38566
C 6.20396 2.12896 0.43290
O -3.16950 7.90390 -7.30497
H 5.22051 -1.83390 2.15667
C 4.65683 2.29183 0.39351
H 2.82007 1.02102 -3.02266
H 0.68588 4.51728 0.45882
H 4.20599 -4.91382 9.74986
C 1.40764 -8.40697 -0.16218
O -3.20755 -4.17903 -3.69636
O -1.25702 8.85871 -6.55850
H 2.21871 -5.28747 2.27336
C -7.12601 3.12516 1.98813
O 3.10021 3.04661 2.89111
*
```

Gap between HOMO and LUMO (hartree): 0.2312
E_LUMO (eV): 0.2
Total energy (hartree): -8681.52727
HOMO energy (Eh): -0.22308
SMILES string: C=C[C@@](C[C@@H](C)Cl)(O[C@@](CCCCO)([PH2]=N)[C@](N(Br)CN)(P(C)C)P(O)O)S(=O)(=O)C(F)(F)F.CCOC(=O)OC.CCOC(=O)OC.CCOC(=O)OC.CCOC(=O)OC.CCOC(=O)OC.CCOC(=O)OC.CCOC(=O)OC


Record 2
Entry from the OMol25 dataset: a cluster of 6 separate species, C60H70ClN10 in total in a non-equilibrium geometry (ωB97M-V with the def2-TZVPD basis set).

ORCA input file:
```
! wB97M-V def2-TZVPD RIJCOSX def2/J DEFGRID3
* xyz 10 2
H -12.75032 -1.96423 11.60419
C -15.85421 -12.20494 15.87467
H -19.90531 -15.31712 20.85262
H -15.62316 -14.53212 12.85804
N -11.89531 -3.72091 12.37019
N -15.84036 -5.47234 16.24340
H -14.39476 -6.14634 24.92998
H -17.34812 -5.17716 5.50751
C -15.73369 -9.15328 9.90874
C -18.11923 -5.33828 11.88843
C -15.77874 -13.89314 13.71472
C -15.98856 -4.10818 4.31411
H -9.54946 -6.67907 15.47482
C -11.48740 -3.52141 13.64430
H -12.22115 -5.03771 10.76517
C -11.33881 -4.62021 14.47665
H -14.37753 -11.27065 12.16577
C -16.44259 -4.51880 10.42996
H -11.96403 -2.81644 10.39244
C -16.18666 -5.37151 14.82880
C -13.95317 -4.70068 20.92170
H -11.22495 -2.51019 13.91808
H -14.86858 -3.93789 9.03433
C -16.16280 -7.98652 7.91822
C -14.35683 -5.09347 24.65048
C -16.37743 -3.59445 6.69502
H -15.13900 -4.53393 25.16354
C -18.05983 -14.92783 17.33769
C -14.58827 -2.72443 2.89491
H -15.01001 -10.86411 14.27044
C -13.93988 -8.91176 8.31035
H -11.89290 -7.24823 6.87004
H -16.80950 -15.31266 14.88970
C -16.83522 -4.04495 8.04899
H -16.23360 -4.70788 3.44998
H -15.61557 -13.02129 18.61112
C -11.84631 -2.55157 11.44319
C -15.87882 -5.43143 22.81967
N -14.57778 -5.13332 23.20725
H -8.89595 -10.05555 4.82552
H -11.79148 -11.28044 17.25548
C -10.17890 -8.71502 15.92341
N -18.14557 -14.88086 19.67881
C -11.99961 -6.05324 12.71515
H -9.31290 -11.59573 5.43435
H -17.30368 -5.83126 12.41754
C -15.55589 -2.49752 6.52269
C -10.97324 -10.91686 16.63388
H -14.71948 -3.71450 16.01932
C -18.61637 -4.87134 9.59937
C -17.02002 -13.97835 17.35182
H -16.81631 -7.29830 16.66955
H -16.61918 -4.42501 14.50450
C -15.14580 -4.39050 16.74573
N -15.24583 -12.67277 13.68566
C -16.20894 -5.48672 21.42744
C -11.66654 -8.28527 7.06933
C -15.22162 -5.17621 20.51821
H -18.36895 -4.49808 12.53636
C -9.07341 -10.58414 5.76210
H -16.72480 -13.72721 20.67224
N -16.55933 -8.53678 9.11282
H -17.87901 -8.21026 10.69510
H -12.22123 -11.12295 8.93385
C -14.76752 -12.27533 12.32897
H -15.68886 -4.84225 11.13258
H -9.28534 -9.00535 16.45599
C -10.63069 -8.74521 6.37433
C -17.04255 -14.08199 19.70293
H -19.64078 -5.17516 9.75654
H -15.28764 -2.56860 2.07352
H -9.99470 -10.92784 17.11393
H -14.08608 -3.58609 2.45508
H -11.06668 -4.31805 15.47718
H -18.66796 -14.40864 21.64174
H -14.11887 -13.07397 11.96904
H -18.43881 -9.37379 9.42060
H -16.93804 -7.40814 7.43774
H -15.39969 -1.76683 7.30250
C -12.40168 -9.17816 7.91119
C -12.01931 -4.94220 11.82183
H -17.24878 -5.73504 21.27424
H -16.87643 -6.13660 14.47247
H -18.36510 -16.12112 21.38071
H -19.56250 -15.89261 18.78200
H -10.29629 -11.81085 7.57142
H -18.50163 -7.64198 9.20467
C -16.67085 -4.33601 5.51992
C -10.75609 -10.84223 7.44200
H -18.81884 -4.43927 7.41261
C -15.32464 -11.81644 14.67105
C -18.71500 -15.26678 18.54434
H -15.66692 -12.39908 11.72577
C -15.01339 -4.21551 18.16826
H -13.26646 -4.31803 20.18114
C -15.44512 -5.22410 19.03438
H -10.94427 -1.95155 11.56327
H -16.54228 -7.08678 18.99305
H -13.80601 -10.08230 10.14401
C -13.67337 -4.82199 22.26319
C -12.44037 -9.24483 15.60632
H -16.16233 -9.64050 10.77203
C -12.67399 -7.95578 15.13528
H -18.86335 -6.12840 11.78804
H -10.25437 -8.08486 5.60705
C -11.79938 -10.41465 8.23618
C -10.38689 -7.36001 15.51252
N -11.20225 -9.57938 16.02422
H -13.78696 -1.99790 3.02964
C -16.26240 -6.44098 17.02254
H -12.08701 -7.10741 12.49726
H -14.45259 -7.52292 6.68317
C -16.46888 -13.46428 16.05044
H -12.72249 -4.49359 22.65610
H -16.02280 -11.44685 16.62518
C -11.62495 -7.06434 14.95931
N -15.12766 -3.05613 4.18932
C -16.49579 -13.64285 18.53844
C -18.18457 -4.43317 8.28672
H -8.22401 -10.35042 6.40397
H -13.64460 -7.91639 14.66333
H -14.17565 -1.45563 5.23634
C -18.82254 -15.23273 20.94527
H -16.60122 -5.55315 23.61322
H -13.33629 -4.78147 24.87242
N -10.26691 -10.05004 6.48056
C -11.65687 -5.90673 14.02952
Cl -16.02033 -8.40998 13.13404
C -16.44641 -14.29581 14.86552
H -13.09877 -10.09964 15.65326
H -10.92796 -11.63274 15.81316
H -18.44618 -15.42370 16.45949
C -14.81468 -8.15332 7.48184
C -15.92381 -4.14017 9.14379
N -17.71355 -4.89062 10.59665
C -16.25067 -6.22735 18.40762
H -15.24661 -5.32443 14.27908
C -17.90425 -8.44759 9.63156
C -14.42798 -9.45697 9.52071
C -14.97696 -2.17877 5.27346
H -14.50616 -3.36855 18.60618
*
```

Gap between HOMO and LUMO (alpha / beta) (hartree): 0.2580 / 0.0967
E_LUMO (alpha / beta) (eV): -20.7 / -25.1
Total energy (hartree): -3330.87258
Expectation value of S²: 0.753
HOMO energy (alpha / beta) (Eh): -1.01945 / -1.01945